The following is a DFT calculation (wB97M-V/def2-TZVPD) of a cluster of 10 separate species, C7H32BF4O11 in total in a non-equilibrium geometry.

Results
Largest force on an atom ... 0.0305 Eh/bohr
Frontier orbital gap ... 9.335 eV
Net charge ... -1
LUMO ... 2.6 eV
HOMO ... -6.72 eV
Multiplicity ... 1
DFT total energy ... -41856.0554 eV

Each line ends with the Mulliken charge.
Geometry (Å):
B: -0.282 -0.194 0.561  0.213
F: 0.721 -1.027 1.065  -0.404
F: -1.271 -0.049 1.549  -0.347
F: 0.311 1.047 0.246  0.033
F: -0.896 -0.768 -0.566  -0.527
O: -3.128 1.191 -0.873  -0.690
H: -2.301 0.707 -0.753  0.301
H: -3.089 1.892 -0.218  0.328
O: -1.392 -3.470 -0.268  -0.678
H: -0.787 -4.086 -0.691  0.316
H: -1.053 -2.589 -0.500  0.337
O: 0.515 0.843 3.854  -0.718
H: -0.183 0.514 4.428  0.316
H: 0.183 0.677 2.963  0.298
O: 3.386 0.932 0.390  -0.654
H: 2.667 0.288 0.373  0.283
H: 3.176 1.492 1.143  0.314
O: -1.202 -2.804 2.062  -0.767
H: -1.487 -3.118 1.196  0.499
H: -0.601 -2.074 1.865  0.298
O: 0.902 3.497 1.384  -0.695
H: 1.851 3.372 1.338  0.292
H: 0.533 2.683 1.008  0.445
C: 2.233 3.514 -1.439  0.612
C: 3.288 3.192 -2.457  -0.661
O: 2.765 2.884 -3.738  -0.509
O: 1.358 4.534 -1.943  -0.592
H: 2.743 3.848 -0.532  0.182
H: 1.599 2.661 -1.199  -0.240
H: 3.932 2.375 -2.128  0.290
H: 4.007 4.017 -2.583  0.330
H: 2.081 3.530 -3.942  0.345
H: 1.069 5.036 -1.175  0.297
C: -3.847 -2.376 4.375  -0.342
C: -4.079 -1.124 3.563  -0.423
O: -3.703 -1.311 2.218  -0.480
O: -2.493 -2.690 4.521  -0.532
H: -4.419 -3.186 3.898  0.243
H: -4.321 -2.244 5.354  0.341
H: -3.547 -0.257 3.982  0.215
H: -5.120 -0.781 3.553  0.315
H: -2.777 -1.079 2.101  0.445
H: -2.141 -2.870 3.626  0.386
C: 1.773 -0.236 -3.411  -0.902
C: 0.907 -1.490 -3.594  0.499
C: 1.412 -2.598 -2.683  -1.202
O: -0.448 -1.124 -3.322  -0.590
H: 1.627 0.207 -2.426  -0.075
H: 1.546 0.511 -4.170  0.302
H: 2.830 -0.488 -3.552  0.397
H: 0.929 -1.779 -4.644  0.359
H: 0.617 -3.284 -2.390  0.181
H: 1.958 -2.237 -1.810  0.247
H: 2.128 -3.228 -3.224  0.414
H: -0.478 -0.883 -2.386  0.355

Forces on the atoms, in the same order (eV/Å):
B 0.2 0.3 0.6
F 0.2 -0.1 -0.3
F 0.3 0.6 -0.1
F -0.4 -0.3 -0.2
F 0.2 0.1 -0.3
O 0.1 0.1 -0.1
H -0.2 -0.1 -0.1
H 0.0 0.0 0.1
O 0.0 -0.2 -1.6
H 0.0 -0.1 0.1
H -0.2 -0.1 -0.2
O 0.1 0.1 0.0
H 0.0 -0.1 0.0
H -0.1 0.0 0.1
O 0.1 0.0 -0.1
H 0.0 0.0 0.0
H 0.0 -0.1 0.1
O 0.2 0.4 1.5
H -0.1 -0.5 0.1
H 0.0 -0.4 0.4
O -0.2 0.2 0.0
H 0.0 0.0 0.0
H 0.1 0.1 0.1
C -0.3 0.0 0.0
C 0.7 0.4 -0.6
O -0.1 -0.3 0.0
O 0.5 0.2 0.1
H 0.0 0.0 0.0
H 0.3 -0.3 0.0
H -0.5 -0.3 0.0
H -0.3 0.3 0.2
H 0.0 0.1 0.1
H -0.2 0.0 -0.1
C -0.9 0.1 0.1
C 0.2 0.8 -0.3
O -0.4 0.0 -0.2
O 0.0 -0.1 0.1
H 0.2 -0.1 -0.1
H 0.3 0.0 0.2
H 0.2 -0.3 0.2
H -0.2 -0.5 0.1
H 0.1 -0.1 0.0
H 0.3 0.1 0.0
C 0.3 -0.4 -0.8
C 0.0 1.3 0.6
C 0.4 -0.8 -0.5
O 0.2 -0.5 -0.1
H 0.0 -0.1 0.1
H -0.2 0.1 0.1
H 0.0 0.1 0.2
H -0.1 -0.2 0.0
H -0.1 0.2 0.1
H -0.3 0.2 0.1
H 0.0 0.1 0.0
H -0.2 0.1 -0.1

---

The following is a DFT calculation (wB97M-V/def2-TZVPD) of a structure of composition C12H23BCsF4N4O3S.

Results
Largest force on an atom ... 0.0041 Eh/bohr
Frontier orbital gap ... 8.243 eV
Net charge ... -1
LUMO ... 2.0 eV
HOMO ... -6.23 eV
Multiplicity ... 1
DFT total energy ... -47861.4575 eV

Each line ends with the Mulliken charge.
Geometry (Å):
Cs: -0.147 -0.752 -0.029  1.194
N: 0.292 2.330 -0.699  -0.326
C: 0.137 2.999 0.597  -0.164
C: -1.293 3.463 0.874  -0.952
C: -2.256 2.402 1.392  -0.649
N: -2.513 1.367 0.405  -0.273
H: 1.279 2.256 -0.936  0.131
H: -0.168 2.869 -1.422  0.207
H: 0.802 3.870 0.684  0.347
H: 0.436 2.294 1.381  0.065
H: -1.705 3.915 -0.039  0.346
H: -1.252 4.267 1.614  0.335
H: -3.170 2.906 1.740  0.397
H: -1.811 1.928 2.273  0.309
H: -2.909 1.773 -0.434  0.174
H: -3.188 0.685 0.747  0.164
F: -2.741 -1.744 0.899  -0.354
B: -4.167 -1.883 0.867  0.459
F: -4.540 -2.326 -0.405  -0.400
F: -4.570 -2.778 1.853  -0.360
F: -4.715 -0.602 1.114  -0.460
C: 3.419 -3.871 -0.155  -1.202
C: 2.818 -2.490 0.075  0.841
O: 2.460 -1.827 -0.906  -0.755
O: 2.692 -2.134 1.298  -1.007
H: 3.811 -3.959 -1.166  0.322
H: 2.630 -4.614 -0.021  0.293
H: 4.200 -4.086 0.574  0.310
C: 0.717 -0.709 3.564  -0.685
O: 1.493 -0.076 2.564  -0.215
H: 1.180 -1.639 3.903  0.253
H: -0.300 -0.940 3.218  0.212
H: 0.630 -0.033 4.416  0.233
H: 1.959 -0.783 2.050  0.276
N: 5.439 -1.900 1.956  -0.158
C: 6.087 -1.082 1.132  -0.335
S: 7.724 -1.116 0.876  -0.364
C: 5.199 -0.088 0.459  0.603
C: 5.262 0.137 -0.907  -0.280
C: 4.357 1.015 -1.476  -0.579
N: 3.446 1.690 -0.776  -0.590
C: 3.411 1.485 0.538  0.021
C: 4.251 0.606 1.197  -0.377
H: 5.980 -2.602 2.435  0.232
H: 4.414 -1.982 1.912  0.154
H: 5.985 -0.389 -1.516  0.401
H: 4.357 1.181 -2.547  0.363
H: 2.660 2.029 1.098  0.357
H: 4.148 0.455 2.263  0.482

Forces on the atoms, in the same order (eV/Å):
Cs -0.2 0.0 0.0
N 0.0 0.0 0.1
C 0.0 0.0 0.0
C 0.0 0.0 0.0
C 0.0 0.1 0.0
N 0.0 -0.1 -0.1
H 0.0 0.1 -0.1
H 0.1 0.0 0.0
H 0.0 0.0 0.0
H 0.0 0.0 0.0
H 0.0 0.0 0.0
H 0.0 0.0 0.0
H 0.0 0.0 0.0
H 0.0 0.0 0.0
H 0.0 0.0 0.0
H 0.0 0.0 0.0
F 0.1 -0.1 0.0
B 0.1 0.0 0.0
F 0.0 0.0 0.0
F 0.0 0.0 0.0
F 0.0 0.1 0.0
C 0.1 0.0 0.0
C 0.0 -0.1 0.0
O 0.0 0.0 -0.1
O 0.0 0.0 0.1
H 0.0 0.0 0.0
H 0.0 0.0 0.0
H 0.0 0.0 0.0
C -0.1 0.0 0.0
O 0.0 -0.1 -0.1
H 0.0 0.0 0.0
H 0.0 0.0 0.0
H 0.0 0.0 0.0
H 0.0 0.1 0.1
N 0.0 0.0 0.0
C 0.0 0.0 0.0
S 0.0 0.0 0.0
C 0.0 0.0 0.0
C 0.0 0.0 0.0
C 0.0 0.0 0.0
N -0.1 0.0 -0.1
C 0.0 0.0 0.0
C 0.0 0.0 0.0
H 0.0 0.0 0.0
H 0.0 0.0 0.0
H 0.0 0.0 0.0
H 0.0 0.0 0.0
H 0.0 0.0 0.0
H 0.0 0.0 0.0

---

The following is a DFT calculation (wB97M-V/def2-TZVPD) of an isolated molecule of C20H25N3O6S.

Results
Largest force on an atom ... 0.0192 Eh/bohr
Frontier orbital gap ... 8.327 eV
LUMO ... -0.2 eV
HOMO ... -8.52 eV
SMILES ... CCOC(=O)CSc1nc2cc(C(=O)OC)ccc2c(=O)n1CCN1CCOCC1
Multiplicity ... 1
DFT total energy ... -48737.4169 eV

Each line ends with the Mulliken charge.
Geometry (Å):
C: -2.941 4.810 1.514  -1.169
C: -1.860 3.807 1.885  -0.427
H: -1.906 3.578 2.954  0.474
H: -0.869 4.181 1.620  0.319
O: -1.994 2.583 1.151  -0.262
C: -2.942 1.739 1.542  0.535
O: -3.694 1.922 2.462  -0.604
C: -2.953 0.467 0.724  -0.379
H: -2.279 -0.261 1.189  0.205
H: -3.968 0.073 0.684  0.446
S: -2.329 0.658 -0.971  -0.235
C: -0.944 -0.425 -0.917  0.449
N: -0.619 -0.910 0.230  -0.134
C: 0.430 -1.777 0.314  0.115
C: 0.797 -2.302 1.556  -0.611
C: 1.854 -3.190 1.644  0.559
C: 2.565 -3.570 0.497  -0.682
C: 2.214 -3.055 -0.728  -1.033
C: 1.148 -2.158 -0.833  0.685
C: 0.776 -1.593 -2.125  0.150
O: 1.334 -1.829 -3.177  -0.690
N: -0.318 -0.716 -2.088  0.085
C: -0.664 -0.076 -3.341  -1.446
H: -0.553 -0.818 -4.135  0.532
H: -1.696 0.269 -3.284  0.489
C: 0.283 1.107 -3.605  -0.902
N: 0.226 2.027 -2.486  0.664
C: 1.431 2.092 -1.681  -0.841
C: 1.102 2.848 -0.393  -0.191
H: 1.994 2.967 0.225  0.391
O: 0.633 4.148 -0.669  -0.444
C: -0.508 4.100 -1.497  -0.006
C: -0.223 3.366 -2.807  -0.930
H: -1.144 3.304 -3.390  0.469
H: 0.535 3.924 -3.385  0.308
H: -0.791 5.137 -1.684  0.389
H: -1.321 3.574 -0.979  -0.186
H: 0.339 2.286 0.163  -0.027
H: 1.765 1.083 -1.434  0.381
H: 2.247 2.614 -2.212  0.350
H: 1.296 0.717 -3.749  0.452
H: -0.025 1.595 -4.534  0.449
H: 2.743 -3.326 -1.629  0.487
H: 3.384 -4.264 0.590  0.472
C: 2.203 -3.723 2.987  0.511
O: 1.630 -3.425 4.006  -0.608
O: 3.233 -4.579 2.949  -0.295
C: 3.624 -5.132 4.197  -0.659
H: 2.792 -5.680 4.646  0.292
H: 3.931 -4.340 4.882  0.293
H: 4.454 -5.801 3.987  0.232
H: 0.256 -2.017 2.445  0.555
H: -2.924 5.008 0.445  0.276
H: -3.919 4.426 1.791  0.348
H: -2.764 5.740 2.047  0.396

Forces on the atoms, in the same order (eV/Å):
C 0.1 -0.4 0.0
C -0.1 0.4 0.4
H 0.1 0.0 -0.1
H -0.1 -0.1 0.0
O 0.2 0.0 -0.2
C -0.1 -0.3 -0.1
O 0.0 0.0 0.1
C 0.0 0.0 -0.4
H -0.2 0.1 0.1
H 0.1 0.1 0.1
S -0.5 0.1 0.0
C -0.2 -0.1 1.0
N -0.2 0.3 0.0
C 0.5 -0.4 -0.5
C 0.3 -0.2 0.0
C -0.2 0.2 -0.3
C 0.0 0.0 0.0
C 0.0 0.0 -0.1
C 0.0 -0.1 0.5
C 0.0 -0.1 0.0
O 0.1 0.0 -0.1
N 0.2 -0.2 -0.1
C 0.2 0.3 -0.6
H -0.2 0.1 0.1
H 0.1 -0.1 -0.1
C -0.2 -0.3 0.1
N 0.2 0.0 -0.2
C 0.0 0.2 0.3
C 0.3 -0.4 0.0
H 0.0 -0.1 0.0
O 0.1 0.2 0.0
C -0.2 0.0 -0.4
C -0.1 0.2 0.4
H 0.0 0.1 0.0
H -0.1 0.0 0.0
H -0.1 -0.1 0.0
H 0.0 0.1 -0.1
H 0.1 0.0 0.0
H 0.0 0.0 0.0
H 0.0 -0.1 0.0
H -0.1 0.1 -0.1
H 0.1 0.0 0.0
H 0.1 0.0 -0.1
H 0.1 0.0 0.0
C -0.1 0.0 0.4
O 0.1 0.0 -0.1
O 0.0 0.1 -0.4
C 0.0 -0.1 0.4
H 0.1 0.0 0.0
H 0.0 -0.1 0.0
H 0.0 0.0 0.0
H -0.1 0.0 0.1
H 0.0 0.1 -0.1
H -0.1 0.0 0.0
H 0.0 0.1 0.0

---

The following is a DFT calculation (wB97M-V/def2-TZVPD) of an isolated molecule of C4H7ClS in a non-equilibrium geometry.

Results
Largest force on an atom ... 0.0358 Eh/bohr
Frontier orbital gap ... 9.197 eV
LUMO ... 0.9 eV
HOMO ... -8.26 eV
SMILES ... CS/C=C/CCl
Multiplicity ... 1
DFT total energy ... -27618.3156 eV

Each line ends with the Mulliken charge.
Geometry (Å):
C: 2.418 1.131 -0.039  -0.857
C: 0.100 -0.146 0.170  -0.260
C: -0.805 -1.059 -0.132  -0.292
C: -2.252 -0.895 0.119  -0.418
H: 3.458 1.117 -0.355  0.328
H: 1.875 1.759 -0.763  0.293
H: 2.371 1.565 0.956  0.281
H: -0.224 0.868 0.372  0.311
H: -0.485 -1.915 -0.703  0.303
H: -2.534 -1.222 1.137  0.281
H: -2.802 -1.485 -0.652  0.289
S: 1.806 -0.488 -0.031  -0.056
Cl: -2.925 0.771 -0.079  -0.205

Forces on the atoms, in the same order (eV/Å):
C 0.4 1.7 -0.4
C 0.4 0.1 -0.6
C 0.1 0.5 -0.2
C -1.2 -0.8 -0.7
H 0.1 -0.1 0.0
H 0.2 -0.2 0.3
H 0.0 0.2 0.0
H 0.2 0.0 0.7
H -0.1 -0.6 0.3
H 0.0 0.1 -0.6
H 0.2 0.3 0.9
S -0.7 -1.3 0.0
Cl 0.3 -0.1 0.2

---

The following is a DFT calculation (wB97M-V/def2-TZVPD) of a cluster of 2 separate species, C27H38N3O3 in total in a non-equilibrium geometry.

Results
Largest force on an atom ... 0.0389 Eh/bohr
Frontier orbital gap ... 6.710 eV
Net charge ... +1
LUMO ... -4.3 eV
HOMO ... -11.05 eV
Multiplicity ... 1
DFT total energy ... -39222.1282 eV

Each line ends with the Mulliken charge.
Geometry (Å):
C: -2.959 -5.549 5.392  -0.797
O: -2.182 -4.380 5.750  -0.422
C: -1.647 -3.590 4.783  0.813
C: -0.910 -2.452 5.208  -0.716
C: -0.360 -1.589 4.291  -0.399
C: -0.501 -1.804 2.890  0.559
C: 0.061 -0.898 1.924  -0.686
C: 0.018 -1.149 0.553  0.853
C: 0.560 -0.391 -0.473  0.134
N: 0.424 -0.734 -1.772  0.578
C: 0.977 0.121 -2.834  0.062
C: 0.430 1.556 -2.803  -0.521
C: 0.992 2.426 -3.909  0.482
C: 0.149 3.009 -4.860  -0.353
C: 0.692 3.699 -5.945  -0.613
C: 2.078 3.871 -6.037  -0.425
C: 2.917 3.335 -5.055  -0.748
C: 2.372 2.623 -3.985  -0.188
C: 0.608 -0.630 -4.113  0.223
O: 0.934 -0.354 -5.263  -0.689
N: -0.148 -1.702 -3.731  0.247
C: -0.730 -2.610 -4.693  -0.943
C: -0.328 -1.892 -2.295  0.202
C: 0.227 -3.272 -1.906  -1.566
C: -1.829 -1.864 -1.975  -1.561
C: -1.227 -2.962 2.484  -0.554
C: -1.794 -3.831 3.399  -0.582
H: -3.254 -5.964 6.357  0.244
H: -3.857 -5.281 4.816  0.343
H: -2.355 -6.285 4.841  0.339
H: -0.794 -2.297 6.274  0.450
H: 0.215 -0.721 4.621  0.377
H: 0.550 0.004 2.295  0.590
H: -0.520 -2.033 0.224  -1.330
H: 1.154 0.511 -0.286  0.617
H: 2.077 0.174 -2.763  0.348
H: -0.668 1.514 -2.882  0.346
H: 0.666 1.998 -1.820  0.296
H: -0.929 2.866 -4.762  0.323
H: 0.031 4.101 -6.714  0.374
H: 2.507 4.425 -6.871  0.376
H: 3.998 3.463 -5.108  0.377
H: 3.005 2.178 -3.215  0.341
H: -0.481 -2.271 -5.700  0.387
H: -0.345 -3.626 -4.547  0.291
H: -1.820 -2.634 -4.578  0.306
H: 1.245 -3.406 -2.291  0.369
H: 0.235 -3.417 -0.825  0.341
H: -0.418 -4.045 -2.346  0.491
H: -2.297 -0.971 -2.407  0.339
H: -2.296 -2.757 -2.409  0.500
H: -2.008 -1.874 -0.899  0.407
H: -1.345 -3.203 1.428  0.231
H: -2.342 -4.701 3.035  0.425
C: 2.845 3.067 3.715  -1.200
C: 1.575 3.819 3.351  -0.677
C: 0.464 3.021 2.698  0.807
C: -0.704 3.946 2.370  -0.735
O: -1.742 3.116 1.893  -0.544
N: 0.019 1.843 3.423  -0.420
H: 3.572 3.779 4.111  0.411
H: 2.674 2.314 4.488  0.287
H: 3.295 2.590 2.841  0.282
H: 1.152 4.314 4.234  0.377
H: 1.819 4.607 2.629  0.353
H: 0.839 2.611 1.750  -0.382
H: -1.023 4.450 3.293  0.330
H: -0.376 4.657 1.597  0.383
H: -2.422 3.670 1.475  0.317
H: 0.176 1.882 4.436  0.231
H: -0.940 1.582 3.202  0.283

Forces on the atoms, in the same order (eV/Å):
C 0.2 0.3 0.1
O 0.3 0.4 -0.9
C -0.2 -0.1 0.1
C -0.3 -0.6 0.0
C 0.1 0.2 -0.5
C -0.4 -0.5 0.0
C 0.3 -0.4 -0.9
C -0.6 -0.5 1.0
C 0.0 -0.3 -1.6
N 0.4 0.8 1.8
C 0.6 0.3 -0.5
C -0.5 0.2 0.2
C 0.0 0.1 0.0
C 0.3 -0.3 -0.1
C 0.2 0.1 0.3
C -0.1 -0.2 0.2
C -0.2 0.0 0.2
C -0.2 0.0 -0.4
C 0.3 -0.1 -1.0
O -0.5 -0.2 1.7
N 0.2 0.5 -0.2
C -0.2 -0.4 0.0
C -0.6 -0.7 -0.7
C 0.4 0.1 0.1
C -0.1 0.3 0.1
C 0.2 0.2 0.4
C 0.1 0.0 0.1
H 0.0 0.0 -0.2
H 0.3 0.0 0.2
H -0.1 0.3 0.1
H 0.0 0.0 -0.1
H -0.2 -0.3 0.0
H -0.1 -0.1 0.1
H 0.3 0.4 0.3
H -0.3 -0.3 0.0
H -0.4 -0.2 0.0
H 0.3 0.0 0.0
H -0.1 -0.1 -0.3
H 0.3 0.1 -0.2
H 0.2 0.0 0.2
H -0.1 -0.2 0.2
H -0.3 0.0 -0.1
H 0.0 0.2 -0.3
H 0.0 0.0 0.2
H 0.0 0.2 -0.2
H 0.2 0.0 -0.1
H -0.2 0.1 0.1
H 0.1 -0.1 -0.2
H 0.2 0.2 0.1
H 0.1 -0.2 0.1
H 0.1 0.3 0.1
H -0.2 0.0 -0.2
H 0.0 0.1 0.3
H 0.2 0.2 0.2
C 0.0 0.1 0.1
C -0.2 0.1 -0.1
C -0.2 -0.3 -0.5
C 0.5 -0.2 0.2
O -0.8 0.2 -0.7
N 0.4 -0.4 1.1
H 0.0 -0.1 0.0
H 0.0 0.0 -0.1
H -0.1 -0.1 0.1
H 0.1 0.0 0.0
H 0.0 0.0 0.2
H 0.1 0.3 -0.2
H 0.1 0.2 -0.2
H -0.2 0.1 0.3
H 0.3 -0.3 0.3
H -0.3 0.2 -0.6
H 0.2 0.4 0.2

---

The following is a DFT calculation (wB97M-V/def2-TZVPD) of an isolated molecule of C6H4O in a non-equilibrium geometry.

Results
Largest force on an atom ... 0.1009 Eh/bohr
Frontier orbital gap ... 9.500 eV
LUMO ... 0.9 eV
HOMO ... -8.64 eV
SMILES ... Oc1ccc2cc1-2
Multiplicity ... 1
DFT total energy ... -8329.2528 eV

Each line ends with the Mulliken charge.
Geometry (Å):
C: -0.762 1.138 0.523  -0.978
C: -1.001 0.398 -0.630  -0.027
C: 1.314 -0.183 1.539  -0.818
C: 0.323 0.653 1.271  0.085
C: 0.805 -0.659 0.382  0.706
C: -0.076 -0.698 -0.688  -0.023
O: -0.039 -1.736 -1.577  -0.511
H: -1.265 1.951 0.712  0.545
H: -1.696 0.851 -1.413  0.306
H: 2.085 -0.427 2.213  0.381
H: 0.312 -1.288 -2.331  0.332

Forces on the atoms, in the same order (eV/Å):
C 3.1 -3.8 -0.6
C 0.5 0.4 -0.7
C -0.2 -0.4 -0.6
C -1.3 0.0 -1.2
C -1.0 0.4 -0.2
C -0.1 0.6 1.7
O -0.4 0.2 -0.1
H -2.6 4.3 1.4
H 0.8 -1.4 1.0
H 0.8 0.0 0.8
H 0.4 -0.3 -1.4